Entry 1:
C31H44AlAsN2O2PS | wB97M-V/def2-TZVPD

Properties
LUMO: -2.813 eV
E_HOMO: -9.93 eV
2S+1: 1
Charge: +1

Positions of all 83 atoms, in Å:
Al (0.942, 0.402, -0.069)
C (-3.036, 1.214, 2.218)
C (-1.722, 1.697, 1.617)
C (-1.478, 3.173, 1.906)
P (-0.245, 0.638, 2.036)
C (0.289, 0.899, 3.804)
C (-0.796, 1.221, 4.828)
C (1.385, 1.969, 3.791)
C (-0.891, -1.032, 1.848)
C (-1.284, -1.855, 2.898)
C (-1.771, -3.134, 2.677)
C (-2.239, -4.004, 3.801)
C (-1.841, -3.584, 1.360)
C (-1.441, -2.790, 0.307)
C (-0.942, -1.499, 0.518)
N (-0.469, -0.715, -0.526)
C (-0.945, -1.087, -1.829)
C (-2.230, -0.688, -2.226)
C (-3.113, 0.123, -1.329)
C (-2.694, -1.029, -3.485)
C (-1.931, -1.777, -4.370)
C (-2.463, -2.128, -5.724)
C (-0.677, -2.188, -3.956)
C (-0.178, -1.864, -2.699)
C (1.157, -2.419, -2.305)
H (-3.870, 1.650, 1.673)
H (-3.120, 1.518, 3.257)
H (-3.126, 0.132, 2.165)
H (-1.761, 1.570, 0.525)
H (-1.518, 3.373, 2.972)
H (-2.244, 3.778, 1.425)
H (-0.508, 3.484, 1.531)
H (0.752, -0.059, 4.083)
H (-1.211, 2.212, 4.670)
H (-0.357, 1.202, 5.823)
H (-1.607, 0.498, 4.805)
H (0.981, 2.951, 3.556)
H (2.134, 1.721, 3.036)
H (1.868, 2.029, 4.765)
H (-1.214, -1.483, 3.909)
H (-1.968, -3.579, 4.763)
H (-1.815, -5.004, 3.728)
H (-3.322, -4.110, 3.768)
H (-2.210, -4.579, 1.156)
H (-1.500, -3.178, -0.698)
H (-2.696, 1.125, -1.223)
H (-3.196, -0.329, -0.344)
H (-4.109, 0.214, -1.753)
H (-3.677, -0.701, -3.793)
H (-3.497, -2.462, -5.651)
H (-1.868, -2.916, -6.179)
H (-2.442, -1.253, -6.375)
H (-0.061, -2.785, -4.614)
H (1.256, -3.435, -2.681)
H (1.270, -2.435, -1.221)
H (1.965, -1.831, -2.740)
O (4.048, 0.070, -2.302)
C (3.170, -0.098, -1.488)
O (2.023, 0.514, -1.482)
C (3.321, -1.033, -0.324)
C (4.322, -1.984, -0.254)
C (4.333, -2.847, 0.830)
C (3.357, -2.700, 1.809)
C (2.419, -1.689, 1.680)
N (2.393, -0.874, 0.627)
H (5.058, -2.029, -1.040)
H (5.089, -3.612, 0.912)
H (3.323, -3.368, 2.656)
H (1.656, -1.522, 2.428)
C (0.170, 4.202, -2.608)
As (1.849, 3.498, -1.918)
C (3.020, 5.016, -1.587)
C (2.660, 2.606, -3.435)
S (1.375, 2.738, 0.033)
H (0.343, 4.741, -3.539)
H (-0.277, 4.869, -1.868)
H (-0.512, 3.368, -2.793)
H (2.905, 5.740, -2.395)
H (4.055, 4.668, -1.558)
H (2.772, 5.485, -0.633)
H (2.842, 3.393, -4.168)
H (1.976, 1.865, -3.844)
H (3.599, 2.121, -3.170)


Entry 2:
C31H44BrCoF4GeN4O3PSe | wB97M-V/def2-TZVPD

Properties
LUMO (alpha / beta): -5.030 / -5.032 eV
E_HOMO (alpha / beta): -12.78 / -13.17 eV
2S+1: 4
Charge: +2

Positions of all 91 atoms, in Å:
Co (-0.017, 0.614, 0.325)
F (-4.447, 1.691, 5.911)
C (-3.461, 1.253, 5.155)
C (-2.533, 0.355, 5.655)
F (-2.633, -0.076, 6.898)
C (-1.506, -0.093, 4.840)
F (-0.667, -0.976, 5.370)
C (-1.347, 0.325, 3.522)
P (0.024, -0.349, 2.481)
C (-0.335, -2.122, 2.444)
C (-1.625, -2.623, 2.578)
C (-1.855, -3.985, 2.460)
C (-0.803, -4.850, 2.202)
C (0.484, -4.352, 2.051)
C (0.718, -2.992, 2.168)
C (1.548, -0.157, 3.452)
C (1.978, -1.066, 4.417)
C (3.170, -0.847, 5.089)
C (3.942, 0.272, 4.807)
C (3.529, 1.174, 3.838)
C (2.341, 0.954, 3.157)
C (-2.305, 1.222, 3.052)
Br (-2.300, 1.891, 1.273)
C (-3.341, 1.682, 3.843)
F (-4.239, 2.540, 3.361)
H (-2.461, -1.958, 2.762)
H (-2.859, -4.371, 2.569)
H (-0.983, -5.914, 2.123)
H (1.306, -5.025, 1.846)
H (1.725, -2.607, 2.056)
H (1.392, -1.946, 4.644)
H (3.494, -1.554, 5.841)
H (4.870, 0.434, 5.339)
H (4.136, 2.039, 3.607)
H (2.036, 1.641, 2.378)
N (-0.828, 1.384, -1.725)
C (-1.736, 0.340, -2.250)
C (-1.801, 0.271, -3.769)
C (-2.413, 1.474, -4.490)
C (-3.937, 1.572, -4.360)
N (-4.438, 2.208, -3.132)
C (-4.623, 3.511, -2.968)
N (-5.177, 3.969, -1.841)
N (-4.237, 4.377, -3.904)
C (-1.288, -1.023, -1.650)
O (-1.309, -2.022, -2.335)
O (-0.962, -0.942, -0.406)
H (-1.269, 2.298, -1.715)
H (-0.016, 1.456, -2.335)
H (-2.726, 0.504, -1.810)
H (-2.361, -0.625, -4.041)
H (-0.784, 0.102, -4.134)
H (-2.204, 1.358, -5.555)
H (-1.940, 2.413, -4.183)
H (-4.374, 0.574, -4.384)
H (-4.365, 2.104, -5.212)
H (-4.743, 1.602, -2.387)
H (-5.525, 3.338, -1.138)
H (-5.386, 4.945, -1.723)
H (-3.895, 4.053, -4.792)
H (-4.493, 5.349, -3.841)
C (4.319, -4.092, -1.899)
Ge (2.838, -3.029, -2.606)
C (1.434, -4.122, -3.399)
C (3.490, -1.666, -3.857)
C (2.058, -2.120, -0.979)
Se (2.006, -0.186, -1.039)
C (3.794, 0.160, -0.370)
H (4.797, -4.657, -2.699)
H (3.955, -4.801, -1.155)
H (5.072, -3.452, -1.436)
H (1.727, -4.415, -4.407)
H (0.494, -3.572, -3.443)
H (1.281, -5.025, -2.809)
H (3.610, -2.117, -4.843)
H (4.460, -1.276, -3.548)
H (2.790, -0.836, -3.945)
H (2.632, -2.392, -0.093)
H (1.028, -2.448, -0.843)
H (4.498, -0.337, -1.033)
H (3.892, -0.220, 0.644)
H (3.971, 1.233, -0.386)
C (2.404, 4.442, 0.214)
C (1.442, 3.460, -0.414)
O (0.819, 2.622, 0.583)
H (2.834, 5.081, -0.557)
H (3.215, 3.925, 0.725)
H (1.893, 5.085, 0.934)
H (1.961, 2.776, -1.086)
H (0.667, 3.981, -0.983)
H (0.476, 3.180, 1.293)


Entry 3:
C31H44BrCoN3OP2 | wB97M-V/def2-TZVPD

Properties
LUMO (alpha / beta): -6.702 / -9.257 eV
E_HOMO (alpha / beta): -13.16 / -13.16 eV
2S+1: 4
Charge: +2

Positions of all 83 atoms, in Å:
C (-1.220, -6.406, 0.864)
C (-1.658, -5.989, -0.430)
C (-2.372, -6.987, -1.198)
C (-2.362, -8.312, -0.730)
N (-1.828, -8.684, 0.427)
C (-1.289, -7.764, 1.211)
C (-1.277, -4.669, -0.876)
C (-0.535, -3.584, -0.517)
C (0.605, -2.824, -0.175)
C (0.523, -1.563, 0.492)
C (1.467, -0.589, 0.200)
C (2.578, -0.866, -0.615)
C (2.688, -2.113, -1.217)
C (1.818, -3.140, -0.867)
Co (-1.695, -3.173, -1.834)
P (-1.077, 1.942, 1.094)
H (-2.911, -6.793, -2.127)
H (-0.798, -5.709, 1.588)
H (-2.801, -9.145, -1.298)
H (-0.887, -8.104, 2.165)
H (1.976, -4.156, -1.265)
H (-0.287, -1.337, 1.181)
H (3.456, -2.264, -1.972)
H (1.380, 0.428, 0.594)
C (-0.730, 3.672, 0.510)
C (-1.857, 4.523, -0.063)
H (0.068, 3.554, -0.242)
H (-0.261, 4.185, 1.364)
H (-1.470, 5.529, -0.267)
H (-2.241, 4.136, -1.012)
H (-2.696, 4.641, 0.629)
C (-2.447, 1.359, -0.014)
C (-3.443, 0.383, 0.603)
H (-1.946, 0.862, -0.860)
H (-2.969, 2.238, -0.418)
H (-4.109, 0.000, -0.185)
H (-2.949, -0.491, 1.052)
H (-4.079, 0.846, 1.371)
C (-1.882, 2.208, 2.736)
C (-3.032, 3.196, 2.862)
H (-1.054, 2.509, 3.395)
H (-2.201, 1.210, 3.070)
H (-3.495, 3.071, 3.847)
H (-2.695, 4.236, 2.806)
H (-3.825, 3.044, 2.121)
Br (3.716, 0.519, -1.114)
P (-0.037, 0.656, -4.293)
C (-1.209, 1.705, -3.312)
C (-1.804, 2.910, -4.064)
H (-0.650, 2.069, -2.433)
H (-2.005, 1.040, -2.958)
H (-2.732, 3.242, -3.575)
H (-1.131, 3.782, -4.070)
H (-2.045, 2.667, -5.110)
C (1.511, 1.405, -3.598)
C (2.686, 1.602, -4.564)
H (1.814, 0.736, -2.782)
H (1.251, 2.376, -3.143)
H (3.476, 2.187, -4.066)
H (3.145, 0.651, -4.866)
H (2.374, 2.136, -5.473)
C (-0.086, -1.031, -3.517)
C (-0.733, -2.043, -4.476)
H (-0.638, -0.918, -2.569)
H (0.941, -1.334, -3.267)
H (-0.419, -3.072, -4.234)
H (-1.833, -2.014, -4.425)
H (-0.451, -1.827, -5.520)
N (4.007, 3.116, 6.874)
C (4.075, 1.886, 6.262)
O (4.478, 0.883, 6.852)
C (3.545, 1.813, 4.851)
C (2.731, 2.802, 4.272)
C (2.177, 2.582, 2.995)
N (2.375, 1.453, 2.297)
C (3.206, 0.541, 2.814)
C (3.792, 0.664, 4.089)
H (4.467, 3.172, 7.771)
H (3.952, 3.967, 6.335)
H (2.489, 3.727, 4.801)
H (1.543, 3.345, 2.532)
H (3.412, -0.358, 2.220)
H (4.424, -0.147, 4.460)